(1)
Density functional theory data (ωB97M-V/def2-TZVPD) for a cluster of 11 separate species, C6H30NO11 in total.

Structure (ORCA input):
```
! wB97M-V def2-TZVPD RIJCOSX def2/J DEFGRID3
* xyz -1 1
O -1.629 -1.833 -1.218
O -3.694 -0.697 0.387
O -2.240 2.647 -0.481
O 2.767 0.076 2.325
O 0.448 2.815 -0.303
O -3.201 0.560 -1.860
O 2.956 2.561 -0.016
O -0.975 -0.771 1.566
O 0.438 1.028 3.128
O -2.094 1.394 1.802
O -0.516 -3.150 0.706
N 1.215 0.898 -2.859
C 2.095 0.119 -1.964
C 1.869 -2.157 0.645
C 0.866 -3.306 0.263
C 2.668 -1.672 -0.499
C 1.801 -1.125 -1.506
C 0.011 1.158 -2.681
H 2.861 0.853 -1.513
H 0.761 -1.699 -1.613
H -0.711 1.525 -3.453
H 0.629 -3.377 -0.902
H -3.336 -0.366 -1.819
H -2.255 1.996 0.209
H 2.265 -2.256 1.606
H -1.230 -2.205 -0.387
H 2.806 2.289 0.871
H -3.160 -1.321 -0.113
H -1.240 -0.811 2.471
H -2.536 2.210 -1.238
H 1.166 -1.286 0.915
H 1.265 -4.077 0.803
H 2.070 -0.548 2.051
H 3.489 -0.863 -0.085
H 0.313 1.965 -0.183
H -0.458 3.152 -0.595
H -0.461 0.984 -1.685
H -0.593 -2.264 1.120
H -3.085 -0.254 0.980
H -3.681 0.776 -1.064
H -0.973 -1.178 -1.371
H -0.114 0.406 2.494
H 0.016 1.821 2.832
H -1.679 0.373 1.661
H 2.196 0.921 2.532
H -2.114 1.611 2.736
H 2.003 2.667 -0.219
H 3.343 -2.480 -0.850
*
```

The strongest force on any atom comes out at 0.141 hartree/bohr. The HOMO energy is -5.87 eV. The value obtained for the calculated total energy is -30719.493 eV.

Here are the natural (NBO) charges for atoms 1 to 5, given in e:
1 O -0.99
2 O -0.99
3 O -0.99
4 O -0.99
5 O -0.96



(2)
Density functional theory data (ωB97M-V/def2-TZVPD) for a cluster of 9 separate species, C6H30NO8 in total.

Structure (ORCA input):
```
! wB97M-V def2-TZVPD RIJCOSX def2/J DEFGRID3
* xyz 1 1
O -1.715 2.246 -2.989
O 1.372 2.777 0.052
O 2.604 1.514 2.191
O -1.372 -1.829 2.328
O -0.814 0.728 2.625
O -2.919 0.936 1.312
O 2.807 0.615 -2.416
O -1.232 2.203 -0.306
N -1.220 -0.246 -0.512
C 0.164 -2.123 -1.268
C 2.947 -1.814 1.410
C 2.285 -2.180 0.085
C 0.945 -2.263 0.003
C -1.311 -1.676 -0.981
C -2.112 -1.896 -2.318
H -0.553 -2.322 2.312
H -0.576 0.342 -1.029
H -2.088 -2.879 -2.778
H -1.981 -1.116 -3.042
H -1.405 -1.300 3.126
H -0.272 0.779 3.420
H 2.816 1.459 -1.926
H -1.383 2.724 -1.096
H 3.318 -0.818 1.521
H 3.533 1.817 2.144
H 0.600 -1.640 -2.158
H -2.674 1.823 1.028
H -3.152 -1.730 -2.102
H 2.065 -1.936 2.094
H -1.533 1.360 2.723
H 2.847 -1.756 -0.756
H 1.419 3.661 0.436
H -3.833 0.722 1.493
H 0.013 -3.193 -1.554
H -1.133 1.609 -3.418
H -0.259 2.079 -0.337
H -1.146 -0.123 0.493
H 2.611 0.602 2.503
H 3.495 0.828 -3.071
H -2.139 0.173 -0.659
H 1.795 2.319 0.821
H -1.567 3.189 -3.089
H 3.731 -2.468 1.797
H 0.298 -2.381 0.822
H -1.747 -2.240 -0.127
*
```

The strongest force on any atom comes out at 0.061 hartree/bohr. The HOMO energy is -12.11 eV. The value obtained for the calculated total energy is -24571.782 eV.

Here are the natural (NBO) charges for atoms 1 to 5, given in e:
1 O -0.99
2 O -0.99
3 O -0.96
4 O -0.95
5 O -0.97



| no. | gap between HOMO and LUMO (eV) |
| --- | --- |
| 1 | 8.8 |
| 2 | 9.6 |